ORCA calculation (ωB97M-V/def2-TZVPD) on C19H36BBr12IN4O3PS2 as an isolated structure in a non-equilibrium geometry.

Properties
Total charge: +1
Orbital gap in Ha: 0.2504
HOMO in Eh: -0.3922
LUMO level in eV: -3.9

Atoms and positions in Å:
C 2.680 5.077 0.488
O 3.116 4.345 -0.673
B 2.212 3.400 -1.022
O 1.027 3.747 -1.558
N 2.676 2.021 -0.818
C 2.123 0.869 -1.155
N 0.939 0.845 -1.759
C 0.577 -0.366 -2.516
C 0.051 -1.578 -1.735
C -0.887 -1.328 -0.540
S -2.507 -2.187 -0.705
C -3.871 -1.088 -0.988
S -5.239 -1.809 -1.432
N -3.873 0.302 -0.799
C -3.501 0.682 0.575
C -3.077 2.133 0.683
O -3.681 2.884 -0.356
C -3.055 2.525 -1.545
C -3.206 1.022 -1.871
N 2.777 -0.320 -0.870
C 3.810 -0.797 -1.836
C 4.615 0.289 -2.588
C 3.992 0.612 -3.943
I 6.554 -0.588 -3.016
P 3.132 -0.442 0.832
C 4.950 -0.449 1.141
C 2.331 -1.920 1.555
H 2.684 6.141 0.306
H 3.305 4.870 1.343
H 1.658 4.817 0.753
H 1.105 4.328 -2.328
H 3.564 1.931 -0.340
H 0.193 1.252 -1.205
H -0.185 -0.069 -3.221
H 1.424 -0.618 -3.127
H -0.480 -2.212 -2.430
H 0.910 -2.152 -1.421
H -0.429 -1.768 0.328
H -1.099 -0.295 -0.308
H -2.759 0.020 1.016
H -4.386 0.556 1.189
H -1.991 2.248 0.605
H -3.413 2.573 1.605
H -1.990 2.744 -1.499
H -3.436 3.110 -2.368
H -3.819 0.938 -2.759
H -2.229 0.633 -2.152
H 4.501 -1.471 -1.367
H 3.317 -1.395 -2.593
H 4.793 1.182 -2.012
H 4.749 1.013 -4.601
H 3.614 -0.283 -4.413
H 3.189 1.342 -3.865
H 5.238 -1.441 1.466
H 5.154 0.225 1.957
H 5.513 -0.219 0.244
H 1.318 -1.632 1.783
H 2.277 -2.784 0.904
H 2.816 -2.155 2.494
C 6.942 4.405 2.130
Br 6.361 6.236 2.188
Br 7.249 3.690 3.888
Br 5.705 3.310 1.125
H 7.884 4.380 1.601
C -5.935 -5.733 -0.074
Br -5.873 -7.107 -1.420
Br -7.711 -5.509 0.635
Br -4.652 -6.053 1.331
H -5.659 -4.803 -0.552
C -7.059 -8.847 3.455
Br -8.251 -7.774 4.522
Br -6.269 -10.271 4.482
Br -7.928 -9.508 1.870
H -6.255 -8.202 3.130
C -3.640 2.484 4.956
Br -4.403 4.235 4.735
Br -4.891 1.093 4.503
Br -1.999 2.300 3.957
H -3.391 2.368 6.000

Forces on atoms 1 to 6 (eV/Å):
-0.3788 0.4250 0.0797
0.4579 -0.0477 0.7078
0.7340 0.8513 -0.3520
-0.8169 -1.0159 -0.7167
-0.4734 -0.0249 0.0919
0.0559 0.1427 0.2356

=====

ORCA calculation (ωB97M-V/def2-TZVPD) on C2HNO4 as an isolated structure in a non-equilibrium geometry.

Properties
Energy above the lowest of the compared OMol25 structures with the same formula, charge and spin in kcal per mole: 109.14
Orbital gap in Ha: 0.3209
HOMO in Eh: -0.3595
LUMO level in eV: -1.1

Atoms and positions in Å:
C 1.029 -0.822 0.823
C 0.000 -0.123 -0.762
N -0.898 0.907 -0.277
O 1.949 -0.173 1.123
O -0.091 -0.545 -1.822
O -1.484 1.591 -1.083
O -1.021 0.918 0.901
H 0.516 -1.752 1.097

Forces on atoms 1 to 6 (eV/Å):
-1.8166 2.0610 -3.4363
2.9411 -2.3525 4.0789
-1.5070 1.7431 -1.5729
0.1615 -0.7853 0.7651
-0.0920 -0.9658 -2.9181
0.0691 0.1761 0.0171

=====

ORCA calculation (ωB97M-V/def2-TZVPD) on a single C3H5NOS3 molecule in a non-equilibrium geometry.

Properties
Energy above the lowest of the compared OMol25 structures with the same formula, charge and spin in kcal per mole: 39.91
Orbital gap in Ha: 0.3288
HOMO in Eh: -0.3240
LUMO level in eV: 0.1
Structure (SMILES): O=C(S)CS/C=N\S

Atoms and positions in Å:
O -2.841 -0.656 1.215
C -2.200 -0.217 0.240
S -2.088 1.571 -0.214
C -1.350 -1.190 -0.588
S 0.407 -1.448 -0.173
C 1.073 0.077 -0.882
N 2.130 0.653 -0.654
S 3.280 0.466 0.597
H -2.717 1.950 0.830
H -1.335 -0.869 -1.649
H -1.825 -2.218 -0.375
H 0.477 0.520 -1.636
H 2.501 -0.134 1.712

Forces on atoms 1 to 6 (eV/Å):
1.6548 1.7946 -2.9812
-0.6860 -0.9422 2.9710
0.8638 -2.0119 -1.3068
-0.6871 -0.8438 -0.2726
-0.0691 1.0627 0.4557
-1.4059 -1.8970 0.5651

=====

ORCA calculation (ωB97M-V/def2-TZVPD) on C10H19N3O4 as an isolated structure in a non-equilibrium geometry.

Properties
Energy above the lowest of the compared OMol25 structures with the same formula, charge and spin in kcal per mole: 209.13
Orbital gap in Ha: 0.3766
HOMO in Eh: -0.3572
LUMO level in eV: 0.5

Atoms and positions in Å:
C -2.074 -1.059 -0.371
C -0.769 -0.269 -0.342
C -3.370 -0.539 0.390
C -3.250 0.355 1.757
C -4.185 0.209 -0.733
C -3.852 1.772 -0.625
C 1.698 -0.383 -0.334
C 2.730 -1.571 -0.119
C 1.838 0.644 0.913
C 2.577 1.769 0.203
H -2.707 -2.862 0.223
H -0.799 -2.482 0.973
H -2.460 -1.098 -1.451
H -4.222 -1.349 0.475
H -2.475 -0.039 2.475
H -4.187 0.596 1.998
H -2.941 1.481 1.438
H -3.723 -0.180 -1.905
H -5.488 -0.031 -0.831
H -4.719 2.483 -0.926
H -2.966 1.795 -1.372
H -3.487 2.212 0.329
H 0.280 -2.005 -0.181
H 1.968 0.193 -1.202
H 0.747 1.022 1.086
H 2.379 0.162 1.753
H 2.385 3.680 -0.622
H 0.960 2.813 -0.276
H 4.027 -0.300 -0.194
N -1.493 -2.481 -0.083
N 0.301 -0.975 -0.252
N 1.886 2.891 -0.181
O -0.690 1.062 -0.088
O 2.235 -2.645 -0.244
O 3.733 1.851 -0.213
O 4.035 -1.233 0.219

Forces on atoms 1 to 6 (eV/Å):
1.0692 -1.2241 -0.2418
-1.7131 7.0210 2.6943
-1.5418 -0.1224 -0.2658
5.0888 0.5930 -3.8030
-1.5828 1.3170 -2.4282
-0.2220 0.4634 -2.6526

=====

ORCA calculation (ωB97M-V/def2-TZVPD) on a 2-piece molecular cluster, C9H15OPS overall in a non-equilibrium geometry.

Properties
Energy above the lowest of the compared OMol25 structures with the same formula, charge and spin in kcal per mole: 94.40
Orbital gap (spin up / spin down) in Ha: 0.2533 / 0.2535
HOMO (spin up / spin down) in Eh: -0.2657 / -0.2657
LUMO level (spin up / spin down) in eV: -0.3 / -0.3

Atoms and positions in Å:
C 3.204 0.337 -1.537
C 1.972 -0.372 -1.368
C 4.033 0.292 -0.406
C 1.792 -0.918 -0.095
C -1.804 0.994 -1.487
C -1.399 0.553 2.677
C -0.708 0.704 -0.328
C -1.277 -0.722 1.907
C -0.984 -0.563 0.381
O 0.842 -1.595 0.321
P -1.428 -2.037 -0.825
S 3.433 -0.789 0.752
H 3.456 0.943 -2.499
H 1.095 -0.433 -2.111
H 4.989 0.627 -0.316
H -1.440 0.699 -2.459
H -2.746 0.442 -1.270
H -1.871 2.081 -1.460
H -0.908 1.430 2.101
H -0.946 0.529 3.659
H -2.453 0.793 2.877
H 0.413 0.894 -0.639
H -0.931 1.479 0.431
H -0.406 -1.198 2.358
H -2.093 -1.424 1.936
H -2.774 -1.637 -0.874
H -1.062 -1.109 -1.725

Forces on atoms 1 to 6 (eV/Å):
0.9780 1.3266 -0.4403
-1.2220 0.5516 -0.5235
-3.1353 -1.3058 -2.6236
3.6543 0.4401 -1.8436
1.3097 -0.1396 1.3648
-0.6593 2.2722 -0.4201

=====

What did the third record say?
ORCA calculation (ωB97M-V/def2-TZVPD) on a single C3H5NOS3 molecule in a non-equilibrium geometry.

Properties
Energy above the lowest of the compared OMol25 structures with the same formula, charge and spin in kcal per mole: 39.91
Orbital gap in Ha: 0.3288
HOMO in Eh: -0.3240
LUMO level in eV: 0.1
Structure (SMILES): O=C(S)CS/C=N\S

Atoms and positions in Å:
O -2.841 -0.656 1.215
C -2.200 -0.217 0.240
S -2.088 1.571 -0.214
C -1.350 -1.190 -0.588
S 0.407 -1.448 -0.173
C 1.073 0.077 -0.882
N 2.130 0.653 -0.654
S 3.280 0.466 0.597
H -2.717 1.950 0.830
H -1.335 -0.869 -1.649
H -1.825 -2.218 -0.375
H 0.477 0.520 -1.636
H 2.501 -0.134 1.712

Forces on atoms 1 to 6 (eV/Å):
1.6548 1.7946 -2.9812
-0.6860 -0.9422 2.9710
0.8638 -2.0119 -1.3068
-0.6871 -0.8438 -0.2726
-0.0691 1.0627 0.4557
-1.4059 -1.8970 0.5651